1.
Formula: C43H101F3N6O3
Source: OMol25
Level of theory: wB97M-V/def2-TZVPD

```
156
Properties=species:S:1:pos:R:3:lowdin_charge:R:1
C 16.350 -10.272 7.670 -0.1120
C 17.072 -9.953 6.403 -0.2526
N 16.010 -9.353 5.540 -0.1925
C 15.962 -9.825 4.165 -0.2383
C 15.350 -11.273 4.224 -0.0793
C 16.046 -7.912 5.733 -0.2647
C 17.164 -7.233 4.925 -0.0967
H 15.543 -10.981 7.484 0.0699
H 15.780 -9.452 8.106 0.0715
H 17.008 -10.702 8.426 0.0715
H 17.906 -9.330 6.727 0.1039
H 17.559 -10.829 5.973 0.1123
H 15.461 -9.213 3.415 0.1167
H 16.998 -9.901 3.835 0.0997
H 14.331 -11.217 4.608 0.0678
H 15.304 -11.730 3.235 0.0587
H 15.896 -11.993 4.832 0.0596
H 16.044 -7.472 6.730 0.1128
H 15.155 -7.393 5.378 0.1011
H 17.261 -7.539 3.884 0.0654
H 18.111 -7.437 5.425 0.0576
H 17.060 -6.157 5.067 0.0691
C 18.243 -16.873 2.370 -0.0949
C 17.760 -17.709 1.210 -0.2595
N 18.520 -17.224 0.037 -0.2036
C 17.613 -17.077 -1.165 -0.2236
C 17.211 -18.374 -1.876 -0.0978
C 19.875 -17.733 -0.072 -0.2387
C 20.816 -16.682 -0.786 -0.0803
H 18.231 -15.832 2.045 0.0812
H 19.225 -17.228 2.683 0.0622
H 17.666 -16.887 3.295 0.0642
H 17.787 -18.797 1.270 0.1099
H 16.722 -17.452 1.001 0.1032
H 16.643 -16.657 -0.902 0.0990
H 18.103 -16.483 -1.937 0.0966
H 17.893 -18.505 -2.716 0.0651
H 17.208 -19.203 -1.168 0.0681
H 16.207 -18.273 -2.287 0.0664
H 19.934 -18.745 -0.473 0.1055
H 20.382 -17.771 0.892 0.0966
H 20.484 -16.424 -1.792 0.0494
H 21.833 -17.071 -0.829 0.0631
H 20.790 -15.687 -0.341 0.0678
C 13.855 -17.390 7.758 -0.0659
C 12.738 -17.303 6.631 -0.2477
N 11.544 -18.021 6.991 -0.1878
C 10.648 -18.041 5.812 -0.2762
C 11.112 -19.081 4.863 -0.1196
C 10.832 -17.450 8.128 -0.2668
C 9.841 -18.329 8.895 -0.0810
H 13.981 -18.389 8.176 0.0712
H 13.570 -16.727 8.575 0.0504
H 14.884 -17.209 7.447 0.0602
H 12.489 -16.337 6.192 0.1122
H 13.185 -17.801 5.771 0.0909
H 9.635 -18.392 6.004 0.1164
H 10.631 -17.114 5.238 0.1141
H 11.177 -20.040 5.377 0.0823
H 10.452 -19.315 4.028 0.0744
H 12.073 -18.767 4.455 0.0613
H 10.389 -16.503 7.819 0.1168
H 11.565 -17.145 8.876 0.0925
H 10.151 -19.358 9.080 0.0745
H 8.837 -18.330 8.471 0.0618
H 9.805 -17.840 9.868 0.0661
C 26.417 -10.164 1.407 -0.0769
C 25.076 -10.933 1.800 -0.2145
N 24.224 -9.868 2.441 -0.1758
C 22.788 -10.054 2.216 -0.2536
C 22.515 -9.630 0.773 -0.0856
C 24.407 -10.098 3.820 -0.3204
C 23.837 -8.928 4.691 -0.0814
H 26.050 -9.581 0.563 0.0609
H 27.297 -10.749 1.138 0.0599
H 26.753 -9.547 2.240 0.0602
H 24.591 -11.324 0.906 0.0975
H 25.475 -11.731 2.426 0.0994
H 22.279 -9.234 2.722 0.0924
H 22.312 -10.890 2.730 0.1228
H 23.237 -9.980 0.036 0.0585
H 22.464 -8.548 0.648 0.0746
H 21.526 -9.939 0.435 0.0684
H 24.048 -11.031 4.256 0.1146
H 25.462 -10.082 4.095 0.1069
H 22.751 -8.845 4.660 0.0530
H 24.316 -9.002 5.667 0.0672
H 24.096 -7.932 4.331 0.0716
C 21.205 -1.338 6.995 -0.0934
C 20.734 -1.973 5.647 -0.2041
N 21.676 -1.518 4.552 -0.2041
C 21.740 -0.048 4.359 -0.2240
C 23.153 0.378 3.739 -0.0663
C 21.494 -2.210 3.345 -0.2750
C 20.137 -1.900 2.588 -0.0719
H 22.292 -1.285 6.936 0.0736
H 20.956 -2.057 7.775 0.0597
H 20.769 -0.386 7.299 0.0629
H 20.661 -3.053 5.771 0.1094
H 19.727 -1.649 5.381 0.0936
H 20.961 0.480 3.808 0.1010
H 21.648 0.486 5.304 0.0899
H 23.270 1.422 3.446 0.0612
H 23.959 0.191 4.448 0.0623
H 23.318 -0.262 2.873 0.0468
H 21.609 -3.280 3.517 0.1084
H 22.340 -2.068 2.672 0.0966
H 20.191 -1.184 1.768 0.0595
H 19.285 -1.623 3.209 0.0557
H 19.826 -2.848 2.149 0.0582
C 15.485 -10.994 -2.393 -0.1052
C 14.088 -11.564 -2.521 -0.2722
N 13.160 -10.701 -3.298 -0.1819
C 11.876 -11.409 -3.235 -0.2820
C 11.850 -12.474 -4.296 -0.0920
C 13.145 -9.303 -2.783 -0.2221
C 12.330 -8.483 -3.821 -0.0919
H 15.566 -10.013 -1.924 0.0583
H 15.789 -10.920 -3.437 0.0822
H 16.175 -11.612 -1.819 0.0738
H 14.258 -12.505 -3.044 0.1094
H 13.708 -11.796 -1.526 0.1088
H 11.720 -11.874 -2.261 0.1043
H 11.088 -10.657 -3.280 0.0992
H 10.844 -12.639 -4.681 0.0692
H 12.480 -12.217 -5.148 0.0791
H 12.226 -13.403 -3.868 0.0661
H 14.185 -8.978 -2.822 0.0900
H 12.753 -9.185 -1.773 0.1167
H 12.456 -7.428 -3.577 0.0604
H 11.253 -8.651 -3.810 0.0552
H 12.649 -8.617 -4.855 0.0748
C 11.909 -5.101 3.556 -0.0811
C 10.602 -5.572 4.114 -0.1731
O 10.855 -6.556 5.177 0.0107
C 9.974 -7.501 5.535 -0.3595
O 9.011 -7.896 4.899 0.1404
C 10.255 -8.087 6.958 -0.4423
F 11.527 -7.616 7.404 0.0812
F 9.254 -7.665 7.794 0.1348
F 10.224 -9.407 6.948 0.1825
H 12.608 -4.813 4.341 0.0851
H 11.762 -4.114 3.118 0.0792
H 12.326 -5.719 2.761 0.0827
H 9.987 -6.005 3.326 0.1290
H 10.258 -4.671 4.623 0.1286
C 17.828 -4.510 -3.298 -0.0349
C 16.603 -4.386 -2.506 -0.5391
O 16.496 -5.010 -1.486 0.0742
C 15.591 -3.338 -2.956 -0.0183
H 18.314 -5.461 -3.080 0.0906
H 18.492 -3.647 -3.250 0.0967
H 17.412 -4.606 -4.301 0.0853
H 15.065 -3.778 -3.804 0.0837
H 16.113 -2.511 -3.437 0.0770
H 14.957 -2.979 -2.146 0.0845
```

The LUMO energy is 0.234 eV. The SMILES is CCOC(=O)C(F)(F)F.CCN(CC)CC.CCN(CC)CC.CCN(CC)CC.CCN(CC)CC.CCN(CC)CC.CCN(CC)CC.CC(C)=O. For the total energy, the calculation gives -2552.52132 a.u. The HOMO energy comes out at -8.04 eV.

2.
Formula: C43H101O34P5S7
Source: OMol25
Level of theory: wB97M-V/def2-TZVPD

```
190
Properties=species:S:1:pos:R:3:lowdin_charge:R:1
C -6.968 -20.252 23.814 -0.0301
O -6.718 -21.216 22.683 -0.2251
P -5.402 -20.961 21.750 0.3672
O -5.427 -21.917 20.644 -0.2064
O -5.279 -19.418 21.494 -0.2299
C -6.291 -18.888 20.601 -0.0524
O -4.162 -21.031 22.785 -0.2676
C -3.541 -22.355 23.114 -0.0259
H -8.001 -20.242 24.105 0.0794
H -6.592 -19.291 23.477 0.0665
H -6.429 -20.578 24.674 0.0713
H -5.990 -18.932 19.565 0.0721
H -6.470 -17.853 20.875 0.0776
H -7.238 -19.372 20.633 0.0876
H -2.487 -22.078 23.235 0.0874
H -3.583 -22.900 22.211 0.0570
H -3.946 -22.889 23.963 0.0896
C -6.574 -10.485 18.363 -0.0439
O -5.612 -11.526 18.018 -0.2262
P -5.080 -11.824 16.583 0.3230
O -4.427 -13.132 16.592 -0.2203
O -4.114 -10.606 16.217 -0.2086
C -2.932 -10.442 16.982 -0.1061
O -6.270 -11.493 15.600 -0.2195
C -6.364 -11.874 14.202 -0.0357
H -7.526 -10.993 18.398 0.0813
H -6.538 -9.641 17.625 0.1188
H -6.283 -10.144 19.351 0.0433
H -2.133 -11.111 16.635 0.0849
H -3.179 -10.734 18.028 0.0596
H -2.630 -9.397 16.966 0.0913
H -7.127 -12.627 14.157 0.0772
H -5.419 -12.122 13.788 0.0788
H -6.665 -10.940 13.704 0.0995
C -7.257 -11.637 29.483 -0.0424
O -5.984 -12.359 29.296 -0.2047
P -5.830 -13.368 28.076 0.3263
O -6.535 -14.629 28.147 -0.2209
O -4.267 -13.635 28.097 -0.2318
C -3.791 -14.544 29.140 -0.0562
O -6.088 -12.548 26.738 -0.2053
C -6.846 -13.174 25.685 -0.0644
H -6.964 -10.690 29.850 0.0758
H -7.886 -12.165 30.177 0.0869
H -7.816 -11.490 28.588 0.0729
H -2.769 -14.720 28.963 0.0582
H -4.186 -15.549 29.019 0.0796
H -4.040 -14.074 30.104 0.0986
H -7.706 -13.748 26.078 0.0848
H -6.245 -13.695 24.980 0.0638
H -7.254 -12.349 25.125 0.0544
C 1.143 -11.967 19.326 -0.0428
O 0.773 -13.160 20.058 -0.1957
P -0.351 -14.164 19.644 0.3436
O -1.643 -13.927 20.308 -0.2191
O -0.396 -14.258 18.102 -0.1867
C -1.607 -14.433 17.400 -0.0816
O 0.332 -15.576 19.976 -0.2234
C 0.555 -15.834 21.359 -0.0984
H 2.240 -11.959 19.410 0.1000
H 0.739 -11.055 19.836 0.0987
H 0.936 -12.058 18.334 0.0452
H -2.386 -14.133 18.104 0.0485
H -1.819 -15.461 17.064 0.1039
H -1.633 -13.730 16.563 0.0853
H -0.449 -15.871 21.859 0.0891
H 1.130 -14.985 21.752 0.0873
H 1.116 -16.791 21.478 0.0999
C -10.871 -14.215 20.884 -0.0740
O -10.888 -15.036 22.048 -0.1868
P -10.192 -14.569 23.382 0.3673
O -8.795 -14.091 23.295 -0.2186
O -11.155 -13.419 23.960 -0.2174
C -12.581 -13.688 23.838 -0.0789
O -10.557 -15.791 24.249 -0.1994
C -9.640 -16.358 25.181 -0.0590
H -11.111 -14.840 20.037 0.0949
H -10.038 -13.606 20.668 0.0471
H -11.653 -13.510 20.950 0.0662
H -12.912 -12.874 24.473 0.0871
H -12.791 -14.695 24.195 0.0890
H -13.149 -13.420 22.936 0.0933
H -10.232 -16.779 26.013 0.0977
H -8.960 -15.594 25.598 0.0815
H -9.109 -17.195 24.701 0.0934
C -6.921 -15.781 16.146 -0.2227
C -5.874 -16.516 15.289 -0.1841
C -6.433 -16.491 13.844 -0.2195
S -8.228 -16.437 13.927 0.6772
O -8.797 -17.684 13.503 -0.3205
O -8.649 -15.173 13.309 -0.3526
C -8.272 -16.232 15.703 -0.2431
H -6.771 -14.695 16.046 0.1089
H -6.801 -16.101 17.185 0.1064
H -5.798 -17.561 15.530 0.0997
H -4.927 -15.960 15.422 0.1224
H -6.182 -17.395 13.274 0.1025
H -6.133 -15.602 13.272 0.1015
H -8.458 -17.203 16.107 0.0965
H -9.121 -15.580 15.939 0.1147
C -2.109 -11.019 21.516 -0.2253
C -1.979 -9.900 22.528 -0.2356
C -2.571 -8.699 21.867 -0.2112
S -3.995 -9.304 20.878 0.7388
O -3.771 -9.031 19.445 -0.3522
O -5.241 -8.896 21.521 -0.3417
C -3.587 -11.075 21.038 -0.1778
H -1.767 -11.882 22.147 0.1107
H -1.391 -10.894 20.679 0.1118
H -0.925 -9.863 22.638 0.1077
H -2.579 -10.199 23.407 0.1065
H -1.856 -8.212 21.241 0.0944
H -2.852 -7.802 22.414 0.1032
H -3.826 -11.570 20.053 0.1093
H -4.173 -11.443 21.865 0.0828
C -2.904 -12.205 25.230 -0.2319
C -2.619 -11.001 26.083 -0.2035
C -1.103 -10.794 26.219 -0.1983
S -0.310 -12.234 25.475 0.6987
O 0.777 -12.775 26.271 -0.3148
O -0.240 -11.911 24.077 -0.3216
C -1.813 -13.208 25.556 -0.2147
H -3.041 -12.061 24.180 0.0763
H -3.808 -12.643 25.568 0.0741
H -3.091 -11.100 27.051 0.1070
H -3.089 -10.086 25.706 0.1117
H -0.759 -10.645 27.215 0.0916
H -0.846 -9.972 25.572 0.0884
H -1.962 -13.537 26.590 0.1106
H -1.648 -14.016 24.862 0.0704
C -7.838 -9.763 23.595 -0.2449
C -8.434 -8.680 22.735 -0.2111
C -8.539 -9.243 21.284 -0.1865
S -9.006 -11.010 21.564 0.7369
O -8.209 -12.011 20.864 -0.3446
O -10.487 -10.943 21.473 -0.3522
C -8.511 -11.071 23.293 -0.2482
H -8.012 -9.441 24.619 0.1147
H -6.715 -9.834 23.411 0.1277
H -7.830 -7.739 22.678 0.1284
H -9.454 -8.453 23.146 0.1313
H -7.568 -9.298 20.776 0.0608
H -9.286 -8.859 20.634 0.0859
H -7.788 -11.949 23.301 0.0857
H -9.348 -11.322 23.921 0.0980
C -2.218 -19.995 20.384 -0.2081
C -2.262 -21.077 19.299 -0.2110
C -3.413 -20.688 18.385 -0.2219
S -3.088 -18.972 18.047 0.6677
O -4.309 -18.165 17.991 -0.3532
O -2.120 -18.854 17.014 -0.2999
C -2.271 -18.658 19.616 -0.1948
H -1.410 -20.223 21.114 0.1289
H -3.170 -19.946 20.965 0.0720
H -2.427 -22.062 19.807 0.1255
H -1.285 -21.088 18.776 0.1267
H -4.319 -20.674 18.959 0.0609
H -3.630 -21.286 17.507 0.1189
H -2.788 -17.835 20.169 0.0961
H -1.301 -18.389 19.244 0.0904
C -3.752 -17.894 24.820 -0.2101
C -2.938 -19.049 25.463 -0.2500
C -1.535 -18.604 25.571 -0.2297
S -1.723 -16.828 25.993 0.6879
O -1.090 -16.017 24.972 -0.3416
O -1.399 -16.584 27.382 -0.3326
C -3.530 -16.684 25.731 -0.1861
H -4.824 -18.098 24.896 0.1061
H -3.341 -17.745 23.820 0.1153
H -2.900 -20.042 24.939 0.1114
H -3.281 -19.313 26.494 0.1318
H -1.116 -18.518 24.540 0.1136
H -0.902 -19.093 26.303 0.1090
H -3.641 -15.710 25.279 0.0777
H -4.006 -16.852 26.753 0.1321
C -4.801 -15.400 19.777 -0.1768
C -6.267 -14.847 19.942 -0.1728
C -6.273 -14.176 21.304 -0.2399
S -5.120 -15.010 22.400 0.7142
O -5.808 -16.137 23.075 -0.3520
O -4.378 -14.120 23.281 -0.3251
C -4.139 -15.780 21.103 -0.2152
H -4.202 -14.668 19.223 0.0946
H -4.886 -16.251 19.081 0.0816
H -6.884 -15.764 19.948 0.1048
H -6.569 -14.209 19.127 0.1035
H -7.260 -14.125 21.795 0.0667
H -5.960 -13.138 21.184 0.0872
H -4.138 -16.786 21.504 0.0693
H -3.143 -15.384 21.159 0.0639
```

The LUMO energy is 0.257 eV. The SMILES is COP(=O)(OC)OC.COP(=O)(OC)OC.COP(=O)(OC)OC.COP(=O)(OC)OC.COP(=O)(OC)OC.O=S1(=O)CCCC1.O=S1(=O)CCCC1.O=S1(=O)CCCC1.O=S1(=O)CCCC1.O=S1(=O)CCCC1.O=S1(=O)CCCC1.O=S1(=O)CCCC1. For the total energy, the calculation gives -8751.57890 a.u. The HOMO energy comes out at -9.80 eV.